Version i
Below is an isolated ion of composition C5H14N2 and charge +1, with properties calculated with ωB97M-V with the def2-TZVPD basis set.

Cartesian coordinates (Å):
N: -2.40 -1.22 -1.20
C: -1.58 -0.49 -0.24
C: -1.78 -0.89 1.22
C: -0.12 -0.62 -0.69
N: 0.69 0.42 -0.08
C: 2.06 0.64 -0.40
C: 2.67 1.67 0.57
H: -3.33 -0.82 -1.24
H: -2.53 -2.16 -0.83
H: -1.82 0.58 -0.29
H: -1.13 -0.29 1.86
H: -1.57 -1.96 1.36
H: -2.81 -0.70 1.53
H: 0.26 -1.58 -0.33
H: -0.04 -0.51 -1.77
H: 0.20 1.33 -0.06
H: 2.14 1.06 -1.42
H: 2.64 -0.28 -0.41
H: 2.66 1.29 1.59
H: 3.70 1.91 0.32
H: 2.10 2.60 0.52

Net charge   +1
2S+1   2
HOMO-LUMO gap (alpha / beta)   10.62 / 5.78 eV

=====

Version ii
Below is an isolated ion of composition C5H14N2 and charge +1, with properties calculated with ωB97M-V with the def2-TZVPD basis set.

Cartesian coordinates (Å):
C: 0.81 1.37 -2.38
C: 1.67 0.42 -1.44
C: 0.86 -0.74 -0.89
C: 0.18 -0.19 0.42
N: -1.05 -0.89 0.72
C: -1.89 -0.41 1.75
N: -1.27 -0.25 3.12
H: 1.45 1.52 -3.26
H: 0.68 2.35 -1.88
H: -0.15 0.94 -2.56
H: 2.04 1.00 -0.60
H: 2.56 0.12 -1.98
H: 0.03 -1.01 -1.57
H: 1.45 -1.65 -0.73
H: -0.11 0.83 0.18
H: 0.85 -0.17 1.28
H: -1.46 -1.46 -0.01
H: -2.09 0.66 1.51
H: -2.82 -1.01 1.77
H: -0.26 -0.29 3.00
H: -1.48 -1.14 3.56

Net charge   +1
2S+1   2
HOMO-LUMO gap (alpha / beta)   12.10 / 7.23 eV

=====

Going by the energies, version i is most stable and the next is 0.0282 hartree up.

=====

Version i
Below is C3H10O4 as an isolated structure, with properties calculated with ωB97M-V with the def2-TZVPD basis set.

Cartesian coordinates (Å):
H: 1.16 1.33 -0.07
O: 0.55 2.11 -0.94
O: 1.39 0.24 0.53
H: 0.52 1.56 -1.81
H: -0.30 1.78 -0.54
C: 0.23 -0.17 0.89
O: -0.77 0.50 0.62
C: 0.17 -1.41 1.62
H: 1.09 -2.01 1.70
H: -0.24 -0.99 2.62
C: -0.92 -2.27 1.20
H: -1.92 -1.61 1.04
H: -0.68 -2.68 0.24
H: -1.16 -3.06 1.95
O: -0.48 0.70 -2.85
H: -0.22 0.53 -3.79
H: -0.65 -0.14 -2.47

Net charge   0
HOMO-LUMO gap   10.26 eV

=====

Version ii
Below is C3H10O4 as an isolated structure, with properties calculated with ωB97M-V with the def2-TZVPD basis set.

Cartesian coordinates (Å):
H: -0.11 -1.84 0.61
O: 1.00 -2.50 0.46
O: -1.02 -1.16 0.51
H: 1.17 -2.17 -0.46
H: 1.54 -1.92 1.02
C: -0.55 -0.04 1.03
O: 0.57 -0.01 1.53
C: -1.39 1.17 0.74
H: -2.36 0.86 0.35
H: -1.61 1.73 1.65
C: -0.60 2.18 -0.13
H: -1.24 2.78 -0.77
H: -0.09 2.87 0.55
H: 0.27 1.71 -0.58
O: 1.65 -1.35 -1.87
H: 1.41 -1.88 -2.63
H: 1.35 -0.45 -2.02

Net charge   0
HOMO-LUMO gap   10.14 eV

=====

Going by the energies, version ii is most stable and the next is 0.0263 hartree up.

=====

Version i
Below is a 2-piece molecular cluster, C3H4O overall, with properties calculated with ωB97M-V with the def2-TZVPD basis set.

Cartesian coordinates (Å):
C: -2.46 0.16 1.05
C: -1.36 -0.23 0.80
C: 1.41 -0.14 -0.61
O: 0.83 -1.08 0.04
H: -3.41 0.56 1.42
H: 1.04 0.04 -1.69
H: 2.57 -0.23 -0.84
H: 1.38 0.92 -0.17

Net charge   0
HOMO-LUMO gap (alpha / beta)   6.80 / 6.92 eV

=====

Version ii
Below is a single C3H4O molecule, with properties calculated with ωB97M-V with the def2-TZVPD basis set.

Cartesian coordinates (Å):
O: -0.78 1.29 0.09
C: -0.57 -0.09 0.28
C: 1.37 -0.96 -0.81
C: 0.93 -0.43 0.30
H: -0.47 1.51 -0.80
H: -0.99 -0.34 1.25
H: -1.08 -0.69 -0.48
H: 1.54 -0.19 1.16

Net charge   0
HOMO-LUMO gap   10.14 eV

=====

Version iii
Below is a single C3H4O molecule, with properties calculated with ωB97M-V with the def2-TZVPD basis set.

Cartesian coordinates (Å):
C: 0.77 -0.91 -0.58
C: -0.39 -0.24 -0.25
C: -0.36 1.01 0.52
O: 0.47 1.73 0.95
H: 0.80 -1.84 -0.90
H: 1.63 -0.69 0.29
H: -1.36 -0.38 -0.78
H: -1.56 1.32 0.74

Net charge   0
SMILES   C=CC=O
HOMO-LUMO gap   9.46 eV

=====

Version iv
Below is a single C3H4O molecule, with properties calculated with ωB97M-V with the def2-TZVPD basis set.

Cartesian coordinates (Å):
C: -0.71 -0.03 -0.01
C: 0.36 0.71 0.07
C: 1.98 -0.10 0.02
O: 3.22 0.12 -0.02
H: -1.63 0.41 -0.15
H: -0.66 -1.03 0.17
H: 0.19 1.81 -0.15
H: 1.73 -1.14 0.03

Net charge   0
SMILES   C=CC=O
HOMO-LUMO gap   10.30 eV

=====

Going by the energies, version iii is most stable and the next is 0.0090 hartree up.

=====

Version i
Below is a single C3H10N2S2 molecule, with properties calculated with ωB97M-V with the def2-TZVPD basis set.

Cartesian coordinates (Å):
N: 2.33 -0.71 -0.50
C: 1.28 -0.79 0.47
C: 0.12 0.26 0.22
N: -0.12 0.61 -1.13
C: -1.07 -0.27 1.02
S: -2.56 0.76 1.28
S: -3.27 1.23 -0.56
H: 2.10 -0.15 -1.31
H: 2.73 -1.57 -0.83
H: 1.66 -0.56 1.48
H: 0.88 -1.81 0.59
H: 0.49 1.14 0.74
H: -0.34 -0.16 -1.76
H: 0.39 1.36 -1.54
H: -0.66 -0.45 2.02
H: -1.41 -1.22 0.61
H: -2.55 2.34 -0.79

Net charge   0
SMILES   NC[C@@H](N)CSS
HOMO-LUMO gap   9.34 eV

=====

Version ii
Below is a single C3H10N2S2 molecule, with properties calculated with ωB97M-V with the def2-TZVPD basis set.

Cartesian coordinates (Å):
N: 1.57 0.44 2.04
C: 0.25 0.25 1.44
C: 0.34 0.19 -0.09
N: 0.73 -1.10 -0.65
C: -0.91 0.83 -0.74
S: -0.84 0.79 -2.56
S: -1.54 -1.11 -2.92
H: 1.48 0.32 3.04
H: 2.21 -0.29 1.77
H: -0.30 1.17 1.67
H: -0.30 -0.59 1.85
H: 1.13 0.89 -0.37
H: 0.07 -1.82 -0.38
H: 1.67 -1.34 -0.37
H: -0.84 1.88 -0.44
H: -1.85 0.35 -0.48
H: -2.86 -0.87 -2.81

Net charge   0
SMILES   NC[C@@H](N)CSS
HOMO-LUMO gap   9.45 eV

=====

Going by the energies, version ii is most stable and the next is 0.0078 hartree up.

=====

Version i
Below is an isolated ion of composition C4H11NOS and charge +1, with properties calculated with ωB97M-V with the def2-TZVPD basis set.

Cartesian coordinates (Å):
C: 1.03 -0.36 0.24
N: -0.44 -0.50 0.50
C: -0.92 -0.09 1.80
O: -1.75 -1.06 2.36
C: 1.19 -0.37 -1.27
C: 0.79 1.00 -1.81
S: -1.01 0.88 -2.23
H: 1.24 0.56 0.79
H: 1.60 -1.16 0.72
H: -0.71 -1.45 0.26
H: -1.48 0.85 1.78
H: -0.08 0.06 2.48
H: -2.66 -0.78 2.43
H: 0.44 -1.10 -1.63
H: 2.05 -0.96 -1.57
H: 1.27 1.32 -2.73
H: 0.97 1.79 -1.08
H: -1.51 1.38 -1.04

Net charge   +1
2S+1   2
HOMO-LUMO gap (alpha / beta)   11.34 / 5.72 eV

=====

Version ii
Below is an isolated ion of composition C4H11NOS and charge +1, with properties calculated with ωB97M-V with the def2-TZVPD basis set.

Cartesian coordinates (Å):
C: 0.98 -1.23 -1.82
O: 0.35 -0.86 -3.01
C: 0.99 -0.12 -0.79
C: -0.36 0.04 -0.06
C: -0.48 1.10 1.04
S: -1.72 0.63 2.21
N: 2.03 -0.26 0.21
H: 0.50 -2.13 -1.41
H: 2.02 -1.48 -2.05
H: -0.50 -0.45 -2.82
H: 1.19 0.84 -1.29
H: -1.03 0.41 -0.84
H: -0.79 -0.92 0.21
H: -0.66 2.10 0.65
H: 0.49 1.16 1.58
H: -1.51 1.68 3.02
H: 1.71 -0.29 1.17
H: 2.89 -0.77 0.01

Net charge   +1
2S+1   2
HOMO-LUMO gap (alpha / beta)   9.76 / 4.07 eV

=====

Going by the energies, version i is most stable and the next is 0.0082 hartree up.

=====

Version i
Below is a 2-piece molecular cluster, C4H7F2N overall, with properties calculated with ωB97M-V with the def2-TZVPD basis set.

Cartesian coordinates (Å):
C: -0.30 0.85 0.40
C: 0.90 1.14 0.73
C: -0.24 -1.77 -0.06
C: -0.98 -0.48 -0.05
N: 1.55 4.15 2.07
F: 0.57 3.27 1.82
F: 1.46 4.96 1.00
H: -0.91 1.67 0.00
H: 1.77 0.81 1.33
H: 0.43 -2.13 0.77
H: -0.99 -2.58 -0.43
H: 0.53 -1.73 -0.93
H: -1.78 -0.73 0.72
H: -1.39 -0.37 -0.98

Net charge   0
HOMO-LUMO gap (alpha / beta)   7.24 / 10.26 eV

=====

Version ii
Below is C4H7F2N as an isolated structure, with properties calculated with ωB97M-V with the def2-TZVPD basis set.

Cartesian coordinates (Å):
C: 0.59 0.05 -1.11
C: -0.38 -0.12 0.06
C: 1.61 0.17 -0.06
C: -1.14 1.03 0.52
N: -0.81 -1.41 0.45
F: 2.31 -0.94 0.31
F: 2.26 1.30 0.19
H: 0.68 -0.98 -1.67
H: 0.37 0.83 -1.91
H: -1.07 1.93 -0.11
H: -0.94 1.36 1.64
H: -2.23 0.58 0.46
H: -0.73 -1.70 1.41
H: -0.52 -2.11 -0.19

Net charge   0
HOMO-LUMO gap   8.21 eV

=====

Going by the energies, version ii is most stable and the next is 0.2061 hartree up.